(1)
Molecular formula: C15H39AsCuN4O5PSTe2
Method: DFT, ωB97M-V/def2-TZVPD

XYZ file:
```
69
Properties=species:S:1:pos:R:3
Cu 13.73081 9.81643 6.59276
N 13.55651 10.94032 8.59008
C 12.57018 12.00912 8.87289
C 11.83330 12.46521 7.56324
C 10.47745 13.21053 7.59573
C 10.30284 14.44039 8.41612
N 11.34821 15.46650 8.33238
C 12.16305 15.64668 9.36900
N 12.19343 14.93229 10.46536
N 13.00510 16.71490 9.11229
C 11.52264 11.53948 9.86747
O 10.92380 12.41149 10.71939
O 11.11728 10.39885 9.93404
H 13.54202 10.28996 9.34740
H 14.49516 11.39791 8.52828
H 13.07572 12.85891 9.28102
H 11.59139 11.53251 6.98391
H 12.63140 12.92483 6.98177
H 9.73194 12.47466 7.93869
H 10.32516 13.49108 6.49661
H 10.28481 14.16108 9.46086
H 9.36232 14.82887 8.12790
H 11.77538 15.62235 7.45894
H 11.39520 13.25356 10.59503
H 12.83463 15.27348 11.20894
H 12.67411 17.47116 8.48454
H 13.59331 17.05063 9.84522
C 7.99251 10.08273 9.26602
Te 8.49187 8.78324 7.65711
C 6.68481 7.60583 7.87676
H 6.95810 10.40036 9.00001
H 8.70742 10.89277 9.28600
H 7.97530 9.57171 10.24586
H 6.84773 6.90039 8.76264
H 6.44275 7.01817 6.96218
H 5.99188 8.38560 8.13225
C 11.98508 4.72920 6.41039
As 12.69630 6.28118 7.33110
C 11.77826 6.40173 8.92766
C 14.54037 5.72711 7.89389
S 12.54326 7.92307 6.06730
H 12.32302 3.83708 6.97359
H 12.24245 4.75253 5.36168
H 10.89834 4.84785 6.42154
H 12.49962 6.80280 9.59314
H 11.50206 5.41399 9.31386
H 10.88319 6.98466 8.88440
H 14.44818 5.11890 8.78358
H 15.14091 6.60780 8.01884
H 14.94901 5.14754 7.13431
C 18.23115 15.03881 4.98728
C 16.89926 14.38679 4.87922
O 16.29942 14.03862 6.18148
P 16.32786 12.54946 6.75268
O 15.79860 12.56897 8.12189
Te 15.12669 11.28980 5.06986
O 17.91062 12.18809 6.67014
C 18.61344 11.82829 7.92757
C 18.28633 10.39421 8.38256
H 18.63604 15.18841 3.97352
H 18.90756 14.49050 5.61390
H 18.12112 16.05561 5.35229
H 16.88198 13.47305 4.26333
H 16.17979 15.05328 4.51770
H 18.37097 12.57341 8.67549
H 19.68514 11.95080 7.70088
H 17.20615 10.25661 8.40889
H 18.65001 10.33894 9.37944
H 18.64490 9.59792 7.79602
```

DFT total energy	-6342.097264	Eh
relative energy (zero: lowest compared OMol25 entry of this formula, charge and spin)	43.1	kJ/mol
molar mass	812.21	g/mol
gap between HOMO and LUMO	7.24	eV
E_LUMO	0.317	eV

---

(2)
Molecular formula: CH3FOS2
Method: DFT, ωB97M-V/def2-TZVPD

XYZ file:
```
8
Properties=species:S:1:pos:R:3
C 0.16786 0.10776 -0.01692
O 2.62842 -1.61660 -0.11866
F 2.55388 0.23925 1.38109
S 3.14651 0.89826 -1.42946
S 2.32259 -0.21138 -0.16298
H -0.04365 -0.09851 -1.00069
H 0.00308 -0.67284 0.69934
H 0.00224 1.12682 0.51140
```

DFT total energy	-1011.307158	Eh
relative energy (zero: lowest compared OMol25 entry of this formula, charge and spin)	75.2	kJ/mol
molar mass	114.17	g/mol
gap between HOMO and LUMO	9.83	eV
E_LUMO	-0.189	eV